The following is a quantum chemistry calculation of a 6-piece molecular cluster, C24H65BF4N4O9 overall at a distorted geometry, from the OMol25 dataset.

Results
* HOMO level: -8.71 eV
* gap between HOMO and LUMO: 0.1843 hartree
* total charge: +2
* energy relative to the best compared isomer or geometry (same formula, charge and spin): 942.69 kJ/mol

Atoms and positions in Å:
F (-13.178, -6.333, 19.196)
F (-12.456, -6.904, 17.185)
F (-14.481, -5.832, 17.379)
F (-12.648, -4.783, 17.725)
O (-3.912, -9.964, 20.998)
O (-6.548, -8.499, 21.940)
O (-3.570, -11.056, 5.905)
O (-10.137, -1.140, 13.826)
O (-13.326, -15.287, 13.003)
O (-8.681, -9.699, 13.357)
O (-4.649, -7.479, 7.320)
O (-16.133, -13.328, 11.969)
O (-7.525, -3.472, 16.934)
N (-6.515, -9.132, 19.375)
N (-13.461, -12.367, 12.566)
N (-5.036, -10.125, 8.281)
N (-8.730, -3.825, 14.232)
C (-7.501, -2.737, 18.177)
C (-9.377, -3.307, 12.907)
C (-6.939, -2.801, 15.876)
C (-15.997, -12.036, 12.518)
C (-7.254, -3.453, 14.453)
C (-3.776, -9.381, 8.620)
C (-13.506, -13.148, 13.972)
C (-17.446, -13.895, 12.181)
C (-11.513, -1.324, 13.867)
C (-9.406, -1.720, 12.737)
C (-6.011, -8.213, 23.261)
C (-12.396, -16.392, 12.560)
C (-3.486, -8.245, 7.676)
C (-4.935, -11.612, 7.805)
C (-5.308, -9.895, 18.860)
C (-3.249, -10.895, 4.503)
C (-4.046, -9.571, 19.584)
C (-2.615, -9.733, 21.619)
C (-14.570, -11.315, 12.353)
C (-4.653, -11.844, 6.279)
C (-7.420, -9.962, 20.316)
C (-6.917, -9.863, 21.772)
C (-4.591, -6.744, 6.078)
C (-12.684, -14.449, 13.947)
B (-13.148, -6.018, 17.873)
H (-3.139, -8.627, 6.715)
H (-12.593, -14.943, 14.914)
H (-6.382, -8.193, 19.721)
H (-14.553, -10.812, 11.386)
H (-4.176, -9.133, 9.604)
H (-5.595, -9.615, 7.612)
H (-7.019, -8.797, 18.566)
H (-5.832, -12.166, 8.082)
H (-6.519, -4.216, 14.199)
H (-5.694, -10.040, 9.043)
H (-7.799, -9.956, 22.406)
H (-8.733, -3.723, 12.133)
H (-8.394, -9.501, 20.152)
H (-10.257, -3.949, 12.934)
H (-16.775, -11.370, 12.148)
H (-11.869, -1.303, 12.838)
H (-4.005, -5.832, 6.189)
H (-5.478, -10.968, 18.949)
H (-11.935, -0.598, 14.563)
H (-13.525, -13.055, 11.830)
H (-9.290, -10.076, 14.021)
H (-8.826, -4.831, 14.227)
H (-12.952, -17.143, 11.998)
H (-6.063, -10.483, 22.042)
H (-2.308, -10.355, 4.398)
H (-9.204, -3.352, 14.987)
H (-14.579, -10.521, 13.099)
H (-3.004, -10.128, 8.803)
H (-16.243, -12.143, 13.575)
H (-8.378, -1.363, 12.685)
H (-4.063, -12.016, 8.321)
H (-17.470, -14.974, 12.029)
H (-5.585, -6.298, 6.043)
H (-12.072, -16.923, 13.456)
H (-13.117, -12.567, 14.808)
H (-1.938, -10.397, 21.081)
H (-17.817, -13.899, 13.206)
H (-8.043, -3.379, 18.872)
H (-2.620, -10.136, 22.632)
H (-7.701, -10.920, 19.880)
H (-11.555, -16.127, 11.919)
H (-7.448, -1.837, 15.871)
H (-18.185, -13.444, 11.518)
H (-14.540, -13.481, 14.062)
H (-2.316, -8.689, 21.711)
H (-2.722, -7.611, 8.126)
H (-11.783, -2.197, 14.461)
H (-8.040, -1.794, 18.079)
H (-7.038, -2.665, 13.731)
H (-5.440, -11.542, 5.588)
H (-4.527, -12.896, 6.022)
H (-5.891, -7.130, 23.289)
H (-6.759, -8.455, 24.016)
H (-12.557, -11.919, 12.522)
H (-2.971, -11.896, 4.173)
H (-6.516, -2.528, 18.595)
H (-3.955, -10.414, 3.825)
H (-3.652, -8.555, 19.565)
H (-3.308, -10.229, 19.125)
H (-5.083, -8.744, 23.473)
H (-5.879, -2.550, 15.932)
H (-9.809, -1.426, 11.767)
H (-11.704, -14.131, 13.589)
H (-4.351, -7.313, 5.180)
H (-5.217, -9.612, 17.811)

These are the Löwdin partial charges, in e, on atoms 1 to 6: 0.1313, 0.1765, 0.0382, 0.1314, -0.2370, -0.2293